# 1
Formula: C8H12
Source: the OMol25 dataset
Level of theory: ωB97M-V/def2-TZVPD

Its frontier orbital gap is 0.36936 hartree. The net charge is 0. The value obtained for the relative energy (zero: lowest compared OMol25 entry of this formula, charge and spin) is 59.03 kcal per mole. The calculation puts the largest force on an atom at 0.118 hartree/bohr.

Element x y z (Å)
C (1.9636, -1.1853, -1.1608)
C (-2.1315, 1.1273, -0.8184)
C (3.2434, -1.6098, -1.1368)
C (0.7077, 0.0181, 0.6280)
C (-1.6257, 0.7285, 0.3578)
C (-2.2538, -0.1494, 1.4328)
C (1.2481, -0.0412, -0.5433)
C (-0.2507, 1.1968, 0.7882)
H (-0.0709, 1.4220, 1.8442)
H (1.2628, -1.9013, -1.7683)
H (3.7106, -2.4186, -1.6289)
H (1.2835, 0.8401, -1.2653)
H (-3.0541, 0.8858, -1.2447)
H (3.8855, -1.1328, -0.3382)
H (-1.5621, 1.7856, -1.5054)
H (-2.4081, -1.1897, 0.9275)
H (-3.3006, 0.1814, 1.5203)
H (0.0797, 2.1860, 0.2913)
H (-1.6524, -0.0846, 2.2518)
H (0.9250, -0.6589, 1.3682)

# 2
Formula: C8H12As4F25MnO6
Source: the OMol25 dataset
Level of theory: ωB97M-V/def2-TZVPD

Its frontier orbital gap (spin up / spin down) is 0.20220 / 0.22295 hartree. The net charge is -3. The value obtained for the relative energy (zero: lowest compared OMol25 entry of this formula, charge and spin) is 25.15 kcal per mole. The spin multiplicity is 6. The calculation puts the largest force on an atom at 0.112 hartree/bohr.

Element x y z (Å)
As (-2.2257, 1.1787, -2.9177)
As (0.2124, 3.0553, 2.9225)
As (2.0827, 4.2469, -1.3220)
As (3.9969, 0.4139, 0.9749)
Mn (0.5346, 0.8715, -0.3100)
F (-3.4986, 1.2203, -4.1939)
F (4.2357, 0.9643, -0.7072)
F (-1.0371, 0.8284, -1.5565)
F (0.5130, 1.4391, 3.4063)
F (-0.9922, 2.1495, -3.9568)
F (4.0282, 2.1068, 1.5396)
F (3.3123, 5.6220, -1.5843)
F (0.9351, 2.8403, -1.1215)
F (3.8071, -0.1759, 2.6076)
F (2.2512, 0.6687, 0.8371)
F (1.5875, 4.5049, -3.0671)
F (5.7970, 0.3032, 1.2967)
F (3.9805, -1.2395, 0.4243)
F (0.7952, 5.4327, -0.8190)
F (0.1837, 2.3628, 1.2340)
F (2.7528, 4.0617, 0.3770)
F (3.3172, 2.9902, -1.8696)
F (1.9007, 0.5857, -1.8582)
F (-2.5803, 2.5855, -1.9962)
F (-3.3504, 0.2877, -1.8750)
F (-1.7294, -0.3670, -3.6025)
F (1.9999, 3.3188, 2.7490)
F (0.2726, 3.6574, 4.5089)
F (0.0455, 4.7276, 2.3720)
F (-1.5502, 2.8872, 3.0410)
O (0.7683, -1.4132, 0.0307)
O (1.5925, -3.4076, -0.6379)
O (0.2982, -2.2902, -1.9450)
O (-2.1976, 0.0360, 2.8887)
O (-2.9849, -1.1291, 1.2740)
O (-1.1098, 0.1804, 0.9772)
C (-3.8800, -1.3481, 2.3197)
C (0.7488, -3.6934, -3.9016)
C (-3.7722, -2.8631, 2.6185)
C (1.2091, -4.3779, -1.5257)
C (0.2871, -3.6256, -2.4396)
C (-2.1159, -0.1600, 1.5767)
C (-3.3117, -0.5146, 3.5181)
C (0.8519, -2.3643, -0.7254)
H (-4.2582, -3.2868, 3.4973)
H (1.6041, -3.0742, -4.1719)
H (-3.9250, 0.3767, 3.6505)
H (2.1559, -4.6952, -1.9627)
H (-0.6166, -4.1654, -2.1568)
H (-3.7952, -3.5153, 1.7455)
H (-2.7482, -2.8402, 2.9912)
H (1.0373, -4.7176, -4.1379)
H (-0.0813, -3.3360, -4.5110)
H (-3.0947, -1.0063, 4.4664)
H (-4.9007, -1.1725, 1.9798)
H (0.6609, -5.1254, -0.9523)

# 3
Formula: C8H12AuBiCl2N2O3S
Source: the OMol25 dataset
Level of theory: ωB97M-V/def2-TZVPD

Its frontier orbital gap (spin up / spin down) is 0.16945 / 0.15614 hartree. The net charge is +4. The value obtained for the relative energy (zero: lowest compared OMol25 entry of this formula, charge and spin) is 0.00 kcal per mole. The spin multiplicity is 3. The calculation puts the largest force on an atom at 0.177 hartree/bohr.

Element x y z (Å)
Bi (-1.7603, -1.8549, -3.6822)
Au (0.3357, 0.5524, 0.2118)
Cl (-1.8780, 2.1958, -0.7471)
Cl (-2.6822, -0.8140, -5.8021)
S (-0.1259, -1.1371, 1.7243)
O (0.3432, -3.1275, -5.6530)
O (1.2337, 2.9206, -1.4637)
O (0.2981, 1.2039, -4.1839)
N (-1.1140, 0.2921, 3.7685)
N (1.0168, -0.5873, 4.1184)
C (-1.4786, 0.3292, 5.1888)
C (-0.2096, 0.2268, -3.9718)
C (-0.0563, -0.4247, 3.2943)
C (-0.0932, -2.9893, -4.5843)
C (2.1319, -1.4130, 3.6215)
C (-2.2130, 0.6063, 2.8718)
C (1.4092, 0.5702, 4.9563)
C (0.9457, 1.9550, -0.9098)
H (-1.1673, 1.2699, 5.6551)
H (-2.5790, 0.2469, 5.3082)
H (-2.7350, -0.2850, 2.5067)
H (2.7970, -1.5303, 4.4956)
H (1.0801, 0.4351, 5.9791)
H (2.6382, -0.9326, 2.7730)
H (-1.0370, -0.4801, 5.7495)
H (1.6693, -2.3606, 3.3378)
H (2.4898, 0.6096, 5.0123)
H (1.0638, 1.5483, 4.6209)
H (-2.9429, 1.2753, 3.3736)
H (-1.8380, 1.1093, 1.9786)

# 4
Formula: C8H12B2F4MoN4O4
Source: the OMol25 dataset
Level of theory: ωB97M-V/def2-TZVPD

Its frontier orbital gap is 0.19878 hartree. The net charge is +4. The calculation puts the largest force on an atom at 0.083 hartree/bohr.

Element x y z (Å)
Mo (1.4629, -0.5412, -0.5209)
F (2.7468, -1.2928, 0.3521)
F (2.1614, -0.4934, -2.0974)
F (1.6129, -1.5914, 3.9370)
F (-0.3428, 1.0940, -4.4094)
O (-0.4739, -0.5491, -2.8246)
O (0.6106, -2.0523, 1.9369)
O (1.5857, 0.1206, 2.4144)
O (0.4523, 1.6403, -2.3306)
N (-0.2687, -1.0694, -1.5929)
N (0.2431, -1.7656, 0.6623)
N (0.7811, 1.3756, -1.0456)
N (1.3237, 0.6568, 1.2001)
C (-1.2755, -3.7064, 0.7932)
C (-1.9755, -2.7803, -2.1161)
C (0.8796, 3.8140, -0.6633)
C (1.5700, 2.8825, 2.2359)
C (0.9726, 2.4347, -0.2408)
C (1.3017, 1.9973, 1.1243)
C (-0.7012, -2.5609, 0.1262)
C (-1.0132, -2.1360, -1.2494)
B (1.3070, -1.1899, 2.7724)
B (-0.0933, 0.7262, -3.2212)
H (0.4170, 4.4712, 0.0917)
H (0.3939, 3.9350, -1.6385)
H (-2.8708, -3.1390, -1.5777)
H (1.5492, 2.3747, 3.2080)
H (-2.2500, -2.1733, -2.9903)
H (2.5762, 3.3578, 2.1960)
H (-1.8517, -3.4438, 1.7075)
H (0.9283, 3.7791, 2.2435)
H (-1.9115, -4.3281, 0.1608)
H (1.8713, 4.3063, -0.7841)
H (-1.6069, -3.7432, -2.5439)
H (-0.5102, -4.3413, 1.2932)

# 5
Formula: C8H12B2F4N4NiO4S4
Source: the OMol25 dataset
Level of theory: ωB97M-V/def2-TZVPD

Its frontier orbital gap (spin up / spin down) is 0.22272 / 0.22275 hartree. The net charge is 0. The calculation puts the largest force on an atom at 0.011 hartree/bohr.

Element x y z (Å)
Ni (0.1374, 0.0199, -0.0942)
S (-3.5253, 1.8868, 0.0123)
S (-4.1632, 1.0074, 1.7080)
S (-1.6727, 2.2522, 0.2309)
S (-2.6858, 0.9110, 2.9013)
F (0.9105, 3.1021, 0.8169)
F (-2.6703, -3.1646, -1.4645)
F (3.1948, 2.9922, 1.1732)
F (-3.1706, -1.1369, -0.5029)
O (1.8938, 1.2331, 1.8356)
O (-1.4470, -1.3428, -2.0788)
O (-1.3433, -2.4051, 0.2176)
O (2.2957, 1.8252, -0.5753)
N (0.9868, 0.2931, 1.5689)
N (-0.4919, -0.4448, -1.8114)
N (1.2735, 1.1307, -1.0887)
N (-0.6419, -1.4227, 0.8186)
C (1.1555, 1.0716, -2.3715)
C (-0.6717, -2.7173, 2.9065)
C (-0.2843, -0.0471, -4.2255)
C (0.0749, 0.1570, -2.8013)
C (-0.2710, -1.5833, 2.0407)
C (1.1706, -0.4790, 3.8934)
C (0.6609, -0.5334, 2.5036)
C (2.0531, 1.7996, -3.2979)
B (2.0564, 2.3407, 0.8150)
B (-2.1977, -2.0049, -0.9447)
H (1.9077, -1.2653, 4.0635)
H (3.0229, 1.3027, -3.3498)
H (2.2329, 2.8056, -2.9184)
H (0.2083, -3.2401, 3.2781)
H (1.6421, 0.4826, 4.0855)
H (-1.2188, -2.3376, 3.7695)
H (-1.3040, -3.4125, 2.3622)
H (0.3528, -0.6379, 4.5950)
H (1.6326, 1.8490, -4.2978)
H (0.5139, -0.5761, -4.7479)
H (-1.2004, -0.6273, -4.3061)
H (-0.4173, 0.9163, -4.7192)

# 6
Formula: C8H12BMnN3O19S
Source: the OMol25 dataset
Level of theory: ωB97M-V/def2-TZVPD

Its frontier orbital gap (spin up / spin down) is 0.12955 / 0.13019 hartree. The net charge is -2. The spin multiplicity is 6. The calculation puts the largest force on an atom at 0.147 hartree/bohr.

Element x y z (Å)
Mn (19.3145, -23.9516, 6.1488)
S (19.0876, -26.8723, 5.9586)
O (23.7983, -20.7025, 9.3800)
O (20.0335, -25.7526, 5.9783)
O (22.4752, -21.2320, 11.1821)
O (21.8662, -21.0228, 4.7504)
O (25.6923, -20.3726, 10.5344)
O (19.6185, -27.9445, 5.2050)
O (20.3180, -24.7017, 2.7620)
O (22.1379, -22.4382, 9.1089)
O (18.5975, -21.9966, 5.7403)
O (19.8361, -20.1269, 7.9212)
O (24.0320, -21.1549, 12.8561)
O (21.5411, -20.1342, 9.1494)
O (17.7869, -26.3704, 5.6544)
O (21.2691, -23.0683, 5.1052)
O (20.5541, -23.0008, 7.6323)
O (18.6680, -24.0322, 4.0507)
O (16.7130, -21.0807, 5.1997)
O (17.7227, -24.2708, 7.5964)
O (18.7630, -27.1736, 7.3331)
N (22.0407, -22.1818, 4.6038)
N (19.1609, -24.3055, 2.9451)
N (17.9250, -21.2066, 5.0692)
C (20.7442, -20.6787, 8.4275)
C (18.5715, -20.2403, 4.1475)
C (17.3055, -23.6098, 8.7818)
C (21.1084, -22.2065, 8.3055)
C (23.6750, -21.0061, 11.7157)
C (23.2752, -22.6658, 4.0881)
C (18.2982, -24.0439, 1.7282)
C (24.5216, -20.6438, 10.4843)
B (22.4310, -21.1475, 9.7614)
H (23.7536, -21.7801, 3.6701)
H (22.8406, -23.1555, 3.2166)
H (16.2803, -23.2443, 8.7236)
H (19.6109, -20.5057, 3.9540)
H (18.6127, -19.4008, 4.8415)
H (18.0684, -22.9554, 9.2035)
H (23.9146, -23.2364, 4.7616)
H (17.7734, -24.9264, 1.3623)
H (17.9066, -20.0458, 3.3060)
H (17.5622, -23.2945, 2.0194)
H (19.0218, -23.8730, 0.9312)
H (17.2492, -24.3142, 9.6117)

# 7
Formula: C8H12Cl2OTl
Source: the OMol25 dataset
Level of theory: ωB97M-V/def2-TZVPD

Its frontier orbital gap is 0.22850 hartree. The net charge is -1. The value obtained for the relative energy (zero: lowest compared OMol25 entry of this formula, charge and spin) is 2.51 kcal per mole. The calculation puts the largest force on an atom at 0.091 hartree/bohr.

Element x y z (Å)
Tl (0.9789, -0.4442, 1.7186)
Cl (0.2246, -2.7545, 1.7885)
Cl (1.8652, 0.6016, 3.7540)
O (-1.1584, -0.4059, 4.6073)
C (-0.0717, 1.0755, 0.2114)
C (-1.8170, -0.1105, -1.2979)
C (-0.8488, -0.3157, 3.5122)
C (0.6195, -0.7106, -1.3378)
C (-0.6190, -0.4233, -2.1850)
C (2.3217, 0.1674, 0.3531)
C (1.0009, 0.5620, -0.5637)
C (-1.5074, 0.8530, -0.1148)
H (1.3530, 1.3304, -1.2769)
H (-2.6256, 0.3179, -1.9010)
H (-0.8366, -1.2853, -2.8296)
H (2.8334, 1.0837, 0.6555)
H (1.4792, -1.0511, -1.9375)
H (-0.3943, 0.4350, -2.8312)
H (-2.2046, -1.0503, -0.8826)
H (0.1521, 1.9260, 0.8727)
H (-1.9721, 1.8390, -0.3340)
H (-2.0535, 0.5103, 0.7858)
H (2.9149, -0.6191, -0.1264)
H (0.3657, -1.5312, -0.6407)